{"formula": "C4H12ClNOSSi", "method": "wB97M-V/def2-TZVPD", "elements": ["C", "C", "C", "C", "N", "O", "Si", "S", "Cl", "H", "H", "H", "H", "H", "H", "H", "H", "H", "H", "H", "H"], "xyz": [[-3.078, 1.442, -0.305], [0.919, -2.149, -0.672], [1.335, 0.184, 1.748], [2.023, 0.881, -1.015], [-0.750, -0.123, -0.200], [-0.679, 2.462, -0.063], [0.927, -0.352, -0.059], [-1.461, 1.239, -0.174], [-3.418, -1.903, 0.148], [-3.408, 2.400, -0.010], [-3.808, 0.763, 0.066], [1.019, -2.887, 0.103], [-0.030, -2.328, -1.222], [1.796, -2.285, -1.529], [1.183, 1.354, 1.733], [0.476, -0.205, 2.473], [2.275, -0.094, 2.319], [1.858, 1.960, -0.897], [3.050, 0.726, -0.596], [1.970, 0.649, -2.100], [-2.200, -1.735, 0.252]], "lowdin_charge": [-0.2145, -0.1872, -0.2112, -0.1952, -0.3532, -0.3619, 0.3591, 0.7816, 0.3753, 0.0155, -0.0249, 0.0023, 0.0178, 0.0914, 0.0542, 0.0529, 0.0290, 0.0243, 0.0403, 0.0305, -0.3259], "homo_energy_ev": -9.5, "lumo_energy_ev": 0.05, "homo_lumo_gap_ev": 9.56, "multiplicity": 1, "e_above_lowest_kcal_mol": 56.4}



{"formula": "C4H12CsNO", "method": "wB97M-V/def2-TZVPD", "elements": ["Cs", "C", "C", "C", "O", "C", "N", "H", "H", "H", "H", "H", "H", "H", "H", "H", "H", "H", "H"], "xyz": [[-5.027, -0.558, -0.981], [-1.205, -0.490, -1.573], [-0.023, -0.506, -0.592], [0.351, 0.779, 0.084], [1.425, 0.439, 0.903], [2.105, 1.570, 1.451], [-0.259, -1.564, 0.492], [-0.348, -2.471, 0.030], [0.537, -1.628, 1.144], [-1.066, -1.318, 1.067], [-1.010, -1.258, -2.327], [-1.267, 0.427, -2.157], [-2.190, -0.733, -1.151], [0.856, -0.881, -1.115], [-0.473, 1.208, 0.670], [0.618, 1.485, -0.710], [2.519, 2.182, 0.646], [2.982, 1.192, 1.975], [1.477, 2.126, 2.145]], "lowdin_charge": [1.0306, -0.0284, -0.2846, -0.2138, -0.1924, -0.0424, 0.2367, 0.1799, 0.1787, 0.1715, 0.1015, 0.1056, -0.0213, 0.1676, 0.1472, 0.1537, 0.1042, 0.1044, 0.1013], "homo_energy_ev": -16.7, "lumo_energy_ev": -6.99, "homo_lumo_gap_ev": 9.69, "multiplicity": 1, "charge": 2, "e_above_lowest_kcal_mol": 11.4}



{"formula": "C4H12CuN2S2", "method": "wB97M-V/def2-TZVPD", "elements": ["Cu", "C", "S", "C", "H", "H", "H", "H", "H", "H", "C", "N", "C", "N", "S", "H", "H", "H", "H", "H", "H"], "xyz": [[1.269, -1.049, -0.696], [2.727, -1.901, 2.337], [1.417, -0.908, 1.575], [-0.033, -1.937, 1.960], [2.538, -1.922, 3.407], [3.672, -1.399, 2.145], [2.737, -2.907, 1.927], [0.127, -2.956, 1.618], [-0.886, -1.501, 1.445], [-0.201, -1.914, 3.034], [-1.255, 2.798, -0.820], [-0.524, 1.596, -1.196], [-0.891, 0.740, -2.144], [-1.983, 1.000, -2.856], [-0.011, -0.683, -2.519], [-0.698, 3.307, -0.041], [-2.242, 2.544, -0.429], [-1.360, 3.482, -1.664], [0.339, 1.392, -0.728], [-2.509, 1.853, -2.760], [-2.233, 0.366, -3.596]], "lowdin_charge": [0.0823, -0.3412, 0.7671, -0.3459, 0.0531, 0.0486, 0.0525, 0.0534, 0.0425, 0.0530, -0.0448, -0.0361, -0.8242, 0.1367, 0.6900, 0.0977, 0.0989, 0.0968, 0.0950, 0.1127, 0.1119], "homo_energy_ev": -12.6, "lumo_energy_ev": -2.94, "homo_lumo_gap_ev": 9.62, "multiplicity": 1, "charge": 1, "e_above_lowest_kcal_mol": 1.5}